Density functional theory data (ωB97M-V with the def2-TZVPD basis set) for the molecule C3H6N2OS at a distorted geometry.

Last column: natural (NBO) charge in e.
Atoms and positions in Å:
C  2.42326  -0.22525  -0.03904  -0.636
C  1.05632  -0.78971  -0.20664  -0.168
C  -0.03646  -0.24565  0.31551  -0.076
N  -1.27956  -0.83670  0.18203  -0.790
S  -2.46119  0.09460  -0.04344  2.129
N  -2.20415  1.59447  -0.04088  -1.065
O  -3.77648  -0.47885  -0.09089  -0.845
H  2.80004  0.12876  -0.99971  0.219
H  3.10974  -0.99053  0.31842  0.218
H  2.41910  0.60560  0.66034  0.213
H  0.97158  -1.70012  -0.78009  0.203
H  0.00955  0.68460  0.87170  0.197
H  -3.03176  2.15878  -0.14729  0.401

- SMILES = C/C=C/N=S(=N)=O
- HOMO-LUMO gap (alpha / beta) (eV) = 8.92 / 8.92
- energy relative to the best compared isomer or geometry (same formula, charge and spin) (kcal/mol) = 91.1
- E (eV) = -19068.2170
- M (g/mol) = 118.2
- max |F| (eV Å⁻¹) = 2.11



Density functional theory data (ωB97M-V with the def2-TZVPD basis set) for a structure of composition C39H45GeN8O2SSi3W.

Last column: Mulliken spin population.
Atoms and positions in Å:
W  -0.76131  -0.07182  -0.56713  1.391
O  -0.47973  -4.31467  -0.49640  0.054
C  -0.75468  -3.14425  -0.32712  0.041
N  -0.49361  -2.08786  -1.15078  0.067
C  -0.11310  -2.36416  -2.49583  0.052
C  -0.15989  -3.60090  -3.14570  -0.010
C  0.16758  -3.66695  -4.48939  0.005
C  0.52795  -2.52612  -5.19166  0.004
C  0.57791  -1.29845  -4.55711  -0.001
C  0.26615  -1.22400  -3.20017  0.032
N  0.19732  -0.03216  -2.43242  0.052
C  0.90223  1.05172  -2.86609  0.029
O  1.77216  1.08431  -3.71270  0.041
C  0.42767  2.31501  -2.24285  -0.004
C  0.90463  3.52688  -2.71073  -0.005
C  0.30331  4.68944  -2.26967  0.009
C  -0.76245  4.57703  -1.39238  -0.004
C  -1.14494  3.32843  -0.94210  0.015
N  -0.55344  2.18581  -1.33630  -0.005
C  -1.49881  -2.75395  0.89664  0.028
C  -1.98214  -3.74376  1.73578  -0.008
C  -2.71624  -3.37481  2.84295  0.013
C  -2.92300  -2.02316  3.06718  -0.007
C  -2.39666  -1.09784  2.18950  0.014
N  -1.68736  -1.43767  1.09191  -0.017
H  -0.44204  -4.49383  -2.61923  0.000
H  0.13445  -4.62391  -4.99187  0.001
H  0.77142  -2.59024  -6.24331  0.000
H  0.85877  -0.41962  -5.11100  -0.001
H  1.70789  3.51658  -3.43316  0.000
H  0.63447  5.65692  -2.62220  0.000
H  -1.30166  5.44702  -1.04565  0.000
H  -1.97255  3.27330  -0.25630  0.000
H  -1.76667  -4.77186  1.48344  0.000
H  -3.11882  -4.11991  3.51570  0.000
H  -3.48388  -1.66848  3.92023  0.000
H  -2.55034  -0.05611  2.40210  0.003
S  -7.81483  2.59592  0.80363  -0.001
N  -6.42799  2.88739  1.56498  0.000
C  -5.49203  2.21463  0.91355  -0.001
C  -4.08975  2.17930  1.26422  -0.008
C  -3.53862  2.86799  2.34983  0.002
C  -2.18590  2.75959  2.60375  -0.008
C  -1.40142  1.94858  1.78788  -0.092
N  -1.91688  1.27779  0.75610  0.042
C  -3.23927  1.40121  0.47378  0.034
C  -3.74637  0.67777  -0.69313  0.007
N  -2.83857  -0.02500  -1.40840  0.010
C  -3.23897  -0.70371  -2.48174  0.026
C  -4.57457  -0.71519  -2.88398  -0.009
C  -5.51138  -0.01663  -2.15403  0.019
C  -5.10056  0.70156  -1.02477  -0.004
C  -5.98614  1.48734  -0.19318  0.000
N  -7.29187  1.61948  -0.36279  -0.002
H  -4.18441  3.47717  2.96924  -0.001
H  -1.71860  3.28304  3.42553  0.001
H  -0.34210  1.83326  1.96875  0.062
H  -2.47703  -1.24862  -3.02628  0.011
H  -4.85174  -1.27870  -3.76321  0.001
H  -6.55669  -0.00791  -2.43347  0.000
C  2.58785  -3.46467  -0.35900  0.093
Si  3.40810  -1.80281  -0.31837  0.270
C  3.76777  -1.14122  -2.01418  0.104
C  4.88079  -1.77749  0.81067  0.041
Ge  1.56276  0.02953  0.67416  0.409
Si  1.73429  -0.90397  2.94558  0.090
C  1.43174  -2.75561  2.96474  0.003
C  3.32383  -0.57080  3.88771  0.002
C  0.41742  -0.01049  3.96156  0.038
Si  3.01636  2.00079  0.50920  0.050
C  3.79852  2.32692  -1.16705  0.000
C  4.39725  2.04760  1.77248  0.006
C  1.86572  3.42235  0.98622  0.036
H  3.40779  -4.14215  -0.63300  0.016
H  1.82657  -3.55138  -1.12990  -0.025
H  2.18463  -3.81275  0.58871  -0.009
H  4.17448  -1.99193  -2.57452  0.010
H  4.51735  -0.35353  -2.00146  0.004
H  2.90135  -0.79175  -2.57203  -0.025
H  5.63007  -2.42831  0.34552  0.013
H  4.66488  -2.19503  1.79194  -0.005
H  5.32774  -0.79179  0.92296  -0.004
H  2.35711  -3.29599  2.75579  0.001
H  0.68153  -3.10774  2.25761  0.002
H  1.11205  -3.04881  3.96812  0.000
H  4.24891  -0.69117  3.33257  0.000
H  3.34099  -1.28357  4.71789  0.001
H  3.32219  0.42552  4.32772  0.001
H  -0.59026  -0.04370  3.55362  -0.004
H  0.69622  1.03306  4.12514  0.001
H  0.38862  -0.49000  4.94459  0.006
H  4.78548  1.86338  -1.20277  0.000
H  3.95679  3.40617  -1.24841  0.000
H  3.24483  1.99580  -2.04295  0.001
H  5.22898  1.38240  1.54545  0.001
H  4.07635  1.86390  2.79384  -0.002
H  4.79183  3.06862  1.73632  0.001
H  0.93591  3.47465  0.42080  -0.013
H  2.40548  4.35859  0.81814  0.006
H  1.62486  3.38512  2.05206  0.006

- HOMO-LUMO gap (alpha / beta) (eV) = 5.86 / 5.28
- energy relative to the best compared isomer or geometry (same formula, charge and spin) (kcal/mol) = 0.0
- E (eV) = -149991.5530
- spin multiplicity = 4
- M (g/mol) = 1030.6
- net charge = +2
- max |F| (eV Å⁻¹) = 0.88
- ⟨S²⟩ = 3.769



Density functional theory data (ωB97M-V with the def2-TZVPD basis set) for a structure of composition C20H18N2O4 at a distorted geometry.

Last column: natural (NBO) charge in e.
Atoms and positions in Å:
C  -1.77273  5.92979  5.52623  -0.222
H  -1.34051  6.89998  5.01083  0.161
O  -2.36808  5.06668  4.62344  -0.485
C  -1.35433  4.40823  3.72695  0.411
C  0.09114  4.73819  3.57097  -0.364
C  0.93521  3.83934  2.83959  -0.099
C  0.51754  2.81212  2.00201  -0.107
C  -1.14197  2.72746  1.89144  -0.153
C  -1.94903  3.38148  2.74639  -0.257
H  -2.92001  3.26435  2.85370  0.212
H  -1.65421  1.83272  1.35963  0.245
C  1.11421  2.16559  1.01115  -0.124
C  1.11015  1.41926  0.05255  -0.186
C  -0.28961  0.68826  -0.13000  0.248
N  -1.23637  0.27933  -0.67530  -0.354
C  2.26950  0.62976  -0.52711  0.762
O  3.47765  1.15179  -0.40399  -0.579
O  1.87039  -0.25519  -1.41544  -0.474
C  2.64510  -0.74859  -2.17999  -0.131
H  3.52288  -1.44288  -1.51332  0.153
H  3.29483  -0.05724  -2.90083  0.207
C  2.15499  -2.03621  -3.12727  0.698
O  2.77555  -2.57378  -3.85869  -0.563
N  0.85784  -2.02640  -3.06464  -0.641
H  0.05475  -1.27323  -2.59636  0.438
C  0.00891  -2.76104  -3.89477  -0.307
C  -0.34898  -3.83246  -3.11188  0.055
C  -1.99588  -3.91153  -2.60092  -0.228
C  -2.22420  -4.98688  -1.78568  -0.168
C  -1.40867  -5.87511  -1.29270  -0.330
C  -0.26679  -5.89952  -1.74060  -0.108
C  0.30070  -4.86388  -2.71327  -0.274
H  1.34156  -4.91593  -2.85818  0.205
H  0.61999  -6.62986  -1.46344  0.206
H  -1.78571  -6.65217  -0.73118  0.225
H  -3.51617  -4.92730  -1.38184  0.183
H  -2.58599  -3.01206  -3.10772  0.230
H  0.83554  -3.38439  -4.48907  0.237
H  -0.79679  -2.32993  -4.43753  0.221
H  2.22542  2.32140  1.26659  0.246
H  2.02654  4.08090  3.01470  0.228
H  0.51205  5.04988  4.50047  0.222
H  -1.04948  5.42670  6.10869  0.177
H  -2.55691  6.28236  5.89643  0.186

- HOMO-LUMO gap (eV) = 7.57
- energy relative to the best compared isomer or geometry (same formula, charge and spin) (kcal/mol) = 414.2
- E (eV) = -32185.8779
- M (g/mol) = 350.4
- max |F| (eV Å⁻¹) = 17.63